# C21H34N6ORu

A structure of composition C21H34N6ORu (ωB97M-V/def2-TZVPD, the Open Molecules 2025 dataset).

Geometry as XYZ:
```
63
C21H34N6ORu, DFT ωB97M-V/def2-TZVPD
Ru -0.381 0.056 1.079
C 3.046 -2.684 0.588
C 1.843 -1.814 0.521
N 1.438 -0.977 1.415
C 1.869 -1.102 2.815
C 0.578 -1.475 3.556
N -0.338 -0.375 3.164
C -1.673 -0.153 3.761
C -1.882 1.347 3.517
N -1.414 1.730 2.131
C -2.572 2.104 1.263
C -3.350 0.832 0.964
N -2.365 -0.118 0.441
C -2.595 -0.892 -0.568
C -3.908 -1.054 -1.251
C -1.400 -1.648 -1.032
C -1.333 -2.469 -2.146
C -0.117 -3.055 -2.483
C 0.995 -2.840 -1.678
C 0.861 -2.021 -0.566
N -0.308 -1.440 -0.280
H 3.764 -2.375 1.340
H 3.554 -2.663 -0.379
H 2.750 -3.720 0.771
H 2.240 -0.140 3.175
H 2.649 -1.843 2.954
H 0.734 -1.480 4.636
H 0.170 -2.433 3.239
H 0.189 0.448 3.464
H -1.685 -0.366 4.831
H -2.399 -0.791 3.262
H -1.285 1.905 4.239
H -2.916 1.654 3.657
H -0.813 2.548 2.194
H -2.185 2.544 0.345
H -3.191 2.843 1.772
H -4.150 1.016 0.252
H -3.792 0.423 1.875
H -4.743 -0.892 -0.574
H -4.005 -2.057 -1.661
H -3.994 -0.346 -2.082
H -2.212 -2.641 -2.752
H -0.045 -3.693 -3.354
H 1.938 -3.325 -1.891
O 0.174 1.396 -0.441
C 0.357 1.928 -1.566
C -0.036 1.304 -2.867
C 1.309 1.027 -3.603
C 2.547 0.809 -2.695
C 3.269 2.078 -2.195
C 2.504 2.886 -1.146
N 1.112 3.029 -1.648
H -0.677 1.960 -3.459
H -0.582 0.389 -2.667
H 1.523 1.853 -4.284
H 1.164 0.154 -4.241
H 3.274 0.239 -3.275
H 2.281 0.168 -1.842
H 3.477 2.717 -3.059
H 4.245 1.810 -1.786
H 2.931 3.872 -0.986
H 2.457 2.378 -0.185
H 1.106 3.432 -2.578
```

molar mass = 487.61 Da
LUMO (alpha / beta) = -0.36877 / -0.39675 Eh
net charge = +3
DFT total energy = -1318.3589 a.u.
2S+1 = 2

=====

# C21H35BBrN2O8P2S2

A cluster of 2 separate species, C21H35BBrN2O8P2S2 in total (ωB97M-V/def2-TZVPD, the Open Molecules 2025 dataset).

Geometry as XYZ:
```
72
C21H35BBrN2O8P2S2, DFT ωB97M-V/def2-TZVPD
C -5.468 -1.239 -2.757
C -5.286 0.281 -2.727
S -3.557 0.626 -3.098
C -3.489 2.418 -2.855
C -2.731 3.009 -1.663
O -3.290 2.771 -0.404
B -2.415 1.842 0.409
C -2.313 2.295 1.983
C -0.977 2.860 2.497
C 0.190 1.903 2.613
C 0.035 0.578 2.994
C 1.124 -0.278 3.073
C 2.401 0.180 2.800
C 2.580 1.507 2.457
C 1.485 2.353 2.360
P -3.520 0.143 0.229
O -4.685 0.551 1.370
Br -2.348 -1.470 1.359
O -1.155 1.801 -0.374
C -1.209 2.694 -1.446
C -0.353 2.211 -2.647
C -0.241 0.684 -2.749
S 1.460 0.262 -3.216
C 1.223 -1.375 -3.724
N 2.001 -2.096 -4.463
N 1.394 -3.351 -4.559
C 0.307 -3.267 -3.884
O 0.120 -2.058 -3.315
P -0.505 4.355 -1.069
O -0.409 5.196 -2.279
O -1.322 5.073 0.100
O 0.883 4.042 -0.348
H -6.326 -1.538 -2.158
H -4.592 -1.721 -2.316
H -5.558 -1.607 -3.779
H -5.538 0.662 -1.739
H -5.903 0.751 -3.493
H -3.110 2.879 -3.770
H -4.524 2.753 -2.750
H -2.813 4.087 -1.886
H -2.607 1.459 2.624
H -3.061 3.083 2.109
H -1.130 3.296 3.493
H -0.648 3.683 1.869
H -0.952 0.195 3.196
H 0.952 -1.312 3.346
H 3.234 -0.508 2.870
H 3.580 1.875 2.263
H 1.631 3.393 2.092
H -4.526 0.104 2.207
H -0.746 2.633 -3.572
H 0.656 2.624 -2.555
H -0.888 0.292 -3.528
H -0.520 0.208 -1.814
H -0.456 -4.008 -3.723
H -1.977 5.662 -0.296
H 0.948 3.093 -0.144
C 3.655 -5.731 2.357
C 3.727 -4.236 2.094
O 4.515 -3.525 3.035
C 5.875 -3.900 3.118
C 6.649 -3.732 1.821
H 3.268 -5.923 3.359
H 2.990 -6.201 1.631
H 4.630 -6.212 2.273
H 2.731 -3.799 2.172
H 4.076 -4.040 1.075
H 5.973 -4.928 3.488
H 6.296 -3.248 3.883
H 6.272 -4.381 1.030
H 7.699 -3.981 1.981
H 6.585 -2.701 1.470
```

molar mass = 660.31 Da
LUMO = 0.08591 Eh
net charge = -1
DFT total energy = -5610.8381 a.u.

=====

# C21H35BO2P2V

A structure of composition C21H35BO2P2V in a non-equilibrium geometry (ωB97M-V/def2-TZVPD, the Open Molecules 2025 dataset).

Geometry as XYZ:
```
62
C21H35BO2P2V, DFT ωB97M-V/def2-TZVPD
P -0.142 -0.359 -2.642
P 0.450 -2.228 0.861
C 0.466 -2.092 -2.141
C 0.183 -2.928 -0.823
H 1.566 -2.010 -2.238
H 0.159 -2.770 -2.954
H -0.766 -3.479 -0.890
H 0.984 -3.669 -0.775
C 2.236 -2.282 1.063
H 2.466 -1.885 2.058
H 2.713 -1.662 0.297
H 2.547 -3.329 0.976
C -0.334 -3.233 2.133
H 0.256 -4.153 2.263
H -1.365 -3.470 1.832
H -0.349 -2.642 3.059
C 1.097 0.267 -3.783
H 1.085 1.368 -3.772
H 0.886 -0.078 -4.811
H 2.095 -0.086 -3.484
C -1.637 -0.634 -3.660
H -2.552 -0.698 -3.051
H -1.486 -1.572 -4.205
H -1.749 0.189 -4.378
V -1.006 -1.220 -0.733
C -0.625 -5.442 -2.288
C 0.714 -5.334 -2.282
C 1.594 -5.555 -3.463
C 1.063 -5.065 -4.835
C 0.177 -3.850 -4.820
C -1.168 -3.869 -4.741
C -1.971 -5.095 -4.452
C -1.401 -6.071 -3.398
C -0.928 1.040 -1.009
H -1.211 -5.218 -1.395
H 1.274 -5.301 -1.336
H 1.826 -6.633 -3.542
H 2.559 -5.064 -3.261
H 1.961 -4.808 -5.424
H 0.578 -5.916 -5.341
H 0.704 -2.909 -5.022
H -1.755 -3.026 -5.130
H -2.119 -5.660 -5.387
H -2.970 -4.778 -4.126
H -2.266 -6.576 -2.941
H -0.808 -6.848 -3.903
H -1.636 1.152 -0.142
H -1.464 1.478 -1.878
H -0.034 1.672 -0.814
O 1.182 0.534 1.001
B -0.069 -0.298 0.869
O -0.914 0.025 2.070
C -0.171 0.869 2.813
C -0.606 1.614 3.907
C 0.299 2.488 4.512
C 1.538 2.753 3.914
C 1.910 2.138 2.716
C 1.073 1.145 2.199
H -1.646 1.504 4.227
H 0.008 2.985 5.446
H 2.209 3.484 4.385
H 2.811 2.421 2.160
```

molar mass = 443.21 Da
LUMO (alpha / beta) = 0.00792 / 0.00158 Eh
DFT total energy = -2622.8760 a.u.
2S+1 = 4

=====

# C21H35N3O3S

The molecule C21H35N3O3S (ωB97M-V/def2-TZVPD, the Open Molecules 2025 dataset).

Geometry as XYZ:
```
63
C21H35N3O3S, DFT ωB97M-V/def2-TZVPD
C -4.868 -2.442 -0.740
C -4.196 -1.080 -0.601
C -3.213 -1.042 0.550
S -2.580 0.642 0.744
O -1.604 0.629 1.802
O -3.695 1.537 0.872
N -1.820 0.887 -0.740
C -2.365 1.944 -1.571
C -1.896 3.333 -1.138
C -0.373 3.381 -1.036
C 0.097 2.275 -0.094
C 1.605 2.288 0.123
O 2.382 2.917 -0.567
N 1.981 1.541 1.180
C 3.343 1.508 1.671
C 4.335 0.878 0.690
C 4.136 -0.622 0.438
N 2.967 -0.942 -0.349
C 3.124 -0.746 -1.772
C 3.825 -1.908 -2.483
C 1.898 -1.640 0.161
C 1.631 -1.678 1.539
C 0.543 -2.362 2.036
C -0.324 -3.035 1.192
C -0.094 -3.008 -0.176
C -1.006 -3.723 -1.132
C 1.000 -2.319 -0.673
C -0.376 0.925 -0.648
H -4.128 -3.217 -0.918
H -5.567 -2.436 -1.573
H -5.416 -2.691 0.166
H -3.666 -0.831 -1.522
H -4.950 -0.310 -0.428
H -2.340 -1.669 0.391
H -3.682 -1.296 1.497
H -3.450 1.877 -1.503
H -2.055 1.740 -2.602
H -2.336 3.551 -0.163
H -2.256 4.075 -1.853
H -0.046 4.352 -0.662
H 0.082 3.235 -2.018
H -0.384 2.406 0.882
H 1.275 1.023 1.679
H 3.351 0.973 2.622
H 3.666 2.541 1.849
H 4.262 1.426 -0.249
H 5.340 1.024 1.090
H 4.099 -1.157 1.388
H 5.021 -0.987 -0.099
H 2.142 -0.572 -2.216
H 3.707 0.167 -1.921
H 3.291 -2.841 -2.319
H 4.840 -2.030 -2.112
H 3.873 -1.713 -3.551
H 2.273 -1.164 2.237
H 0.365 -2.368 3.101
H -1.164 -3.580 1.597
H -1.491 -3.012 -1.800
H -1.771 -4.279 -0.595
H -0.440 -4.423 -1.746
H 1.146 -2.332 -1.741
H -0.073 0.102 -0.001
H 0.034 0.763 -1.650
```

molar mass = 409.60 Da
LUMO = 0.02580 Eh
DFT total energy = -1609.4058 a.u.
SMILES string = CCCS(=O)(=O)N1CCC[C@H](C(=O)NCCCN(CC)c2cccc(C)c2)C1

=====

# C21H35NO3

The molecule C21H35NO3 (ωB97M-V/def2-TZVPD, the Open Molecules 2025 dataset).

Geometry as XYZ:
```
60
C21H35NO3, DFT ωB97M-V/def2-TZVPD
C 4.747 1.477 0.721
C 4.601 1.007 -0.509
C 5.760 0.889 -1.452
C 3.253 0.541 -1.001
C 3.142 -0.986 -0.909
C 1.864 -1.471 -1.520
C 1.082 -0.743 -2.307
C -0.235 -1.283 -2.832
N -1.401 -1.210 -1.972
C -1.511 -2.150 -0.880
C -0.907 -1.681 0.453
C -1.464 -0.310 0.847
C -0.837 0.214 2.159
C 0.644 0.606 2.057
O 1.274 0.717 3.312
C 0.871 1.825 4.077
C -2.948 -0.454 1.183
O -3.474 -1.475 1.542
O -3.588 0.719 1.111
C -4.979 0.717 1.438
C -5.827 0.288 0.249
C -1.251 0.661 -0.318
C -1.880 0.099 -1.602
C 1.474 0.640 -2.753
C 2.936 0.954 -2.439
H 3.917 1.561 1.402
H 5.705 1.788 1.101
H 5.653 1.593 -2.276
H 5.814 -0.113 -1.875
H 6.694 1.100 -0.938
H 2.488 0.972 -0.346
H 3.196 -1.299 0.137
H 3.986 -1.456 -1.424
H 1.589 -2.490 -1.278
H -0.497 -0.746 -3.751
H -0.110 -2.339 -3.088
H -1.048 -3.092 -1.182
H -2.580 -2.338 -0.723
H -1.155 -2.412 1.224
H 0.176 -1.617 0.363
H -0.925 -0.565 2.921
H -1.411 1.083 2.489
H 0.746 1.554 1.508
H 1.209 -0.171 1.539
H -0.158 1.724 4.437
H 0.957 2.755 3.502
H 1.544 1.866 4.932
H -5.143 0.042 2.284
H -5.203 1.745 1.731
H -5.595 -0.740 -0.018
H -5.629 0.930 -0.606
H -6.879 0.355 0.509
H -1.690 1.632 -0.089
H -0.179 0.783 -0.466
H -1.705 0.784 -2.435
H -2.964 0.019 -1.453
H 1.307 0.720 -3.832
H 0.827 1.385 -2.281
H 3.577 0.401 -3.127
H 3.121 2.021 -2.579
```

molar mass = 349.51 Da
LUMO = 0.02913 Eh
DFT total energy = -1101.6322 a.u.
SMILES string = C=C(C)[C@@H]1CC=C(CN2CCC(CCOC)(C(=O)OCC)CC2)CC1

=====

# C21H36Cl3N2O4SiTi

A structure of composition C21H36Cl3N2O4SiTi in a non-equilibrium geometry (ωB97M-V/def2-TZVPD, the Open Molecules 2025 dataset).

Geometry as XYZ:
```
68
C21H36Cl3N2O4SiTi, DFT ωB97M-V/def2-TZVPD
C -5.370 5.772 -1.262
C -6.281 5.491 -2.427
H -4.960 6.788 -1.307
H -4.534 5.064 -1.187
H -5.929 5.707 -0.318
C -6.878 6.466 -3.135
C -6.694 7.918 -2.884
H -7.561 6.237 -3.952
H -5.638 8.158 -2.721
H -7.263 8.273 -2.016
H -7.054 8.483 -3.748
Ti -1.952 1.066 -0.045
Cl -1.158 -0.391 1.421
Cl -4.198 1.163 0.234
C -3.165 -1.175 -1.580
O -2.212 -0.345 -1.467
N -3.378 -1.817 -2.728
C -2.387 -1.725 -3.800
C -4.587 -2.621 -2.929
H -3.858 -1.377 -0.750
H -1.397 -2.048 -3.448
H -2.289 -0.693 -4.172
H -2.710 -2.394 -4.606
H -4.836 -3.092 -1.973
H -4.428 -3.393 -3.690
H -5.458 -2.018 -3.232
H 2.261 4.410 0.012
H -0.760 4.604 -1.815
C 2.314 4.080 -1.040
C 0.176 4.348 -2.329
N 1.047 3.500 -1.506
H 3.120 3.342 -1.147
C 0.731 2.274 -1.100
O -0.404 1.724 -1.198
H -0.058 3.897 -3.303
H 1.537 1.721 -0.591
H 2.544 4.938 -1.674
H 0.757 5.258 -2.495
O -5.036 3.656 -3.174
C -6.374 4.032 -2.852
C -7.002 4.156 -5.305
C -7.332 3.777 -4.001
H -6.002 4.557 -5.501
C -7.953 4.014 -6.322
H -6.714 3.468 -1.967
C -8.557 3.159 -3.730
H -7.676 4.304 -7.339
C -9.224 3.507 -6.029
C -9.524 3.075 -4.728
H -8.712 2.764 -2.719
H -9.972 3.415 -6.815
H -10.507 2.661 -4.496
Si -4.188 2.448 -3.945
Cl -1.721 3.135 0.968
C -3.615 2.983 -5.651
C -5.214 0.893 -3.980
C -2.649 2.320 -2.918
H -4.453 3.174 -6.336
H -2.994 2.179 -6.078
H -2.982 3.883 -5.600
H -2.359 3.322 -2.573
H -1.793 1.835 -3.415
H -2.987 1.719 -2.044
H -6.185 1.086 -4.451
H -5.401 0.551 -2.956
H -4.741 0.072 -4.535
O 2.158 -1.120 0.674
C 1.723 -0.067 0.781
```

molar mass = 562.84 Da
LUMO (alpha / beta) = 0.09072 / 0.09036 Eh
net charge = -1
DFT total energy = -3752.0360 a.u.
2S+1 = 3